[1]
ORCA calculation (the ωB97M-V functional and the def2-TZVPD basis) on C32H43BN14O2STi as an isolated structure.

Geometry as ORCA input:
```
! RIJCOSX wB97M-V def2-TZVPD def2/J DEFGRID3
* xyz 1 4
Ti -0.06812 0.80053 -0.68403
C 2.74576 3.04542 -2.40661
C 1.43808 3.61736 -1.94815
C 0.95588 4.89674 -2.23154
C -0.28099 4.98330 -1.65118
N -0.52180 3.80618 -1.05123
N 0.51466 2.93275 -1.23258
B -1.59149 3.47450 -0.03010
N -2.37915 2.24593 -0.54482
C -3.69058 2.03418 -0.35906
C -4.09865 1.04648 -1.19938
C -2.96951 0.67396 -1.92427
C -2.86651 -0.31384 -3.02286
N -1.91762 1.41140 -1.51245
N -0.88761 3.04575 1.24009
C -0.53542 3.82804 2.25302
C 0.23789 3.09758 3.10626
C 0.37948 1.84984 2.51147
C 1.13875 0.70296 3.07502
N -0.29753 1.80721 1.34502
N -2.57232 4.62428 0.19266
C -3.26283 5.08574 1.30062
C -4.21491 5.99209 0.87283
C -4.08777 5.95685 -0.54536
C -4.94301 6.63658 -1.55337
N -3.12228 5.15499 -0.93397
H 3.47227 3.82374 -2.60508
H 3.12090 2.38171 -1.64370
H 2.63501 2.45171 -3.34128
H 1.45029 5.67159 -2.76071
H -0.99019 5.79831 -1.63972
H -4.22185 2.64303 0.36366
H -5.07999 0.65699 -1.38701
H -3.47470 -0.00046 -3.88509
H -1.82577 -0.43689 -3.37154
H -3.24275 -1.27342 -2.67283
H -0.91004 4.84996 2.29407
H 0.65379 3.42113 4.06258
H 1.84743 1.07527 3.79154
H 0.45019 -0.01205 3.54504
H 1.63802 0.17036 2.27022
H -3.02393 4.74890 2.29117
H -4.89733 6.54625 1.49522
H -5.50258 7.48263 -1.16254
H -4.32359 6.92528 -2.39553
H -5.70422 5.95256 -1.96462
N 4.47282 -5.57914 5.50698
C 4.14698 -4.76108 4.45248
C 3.01566 -3.94758 4.57665
C 2.67906 -3.10074 3.53393
C 3.42816 -3.12906 2.35223
C 4.60795 -3.86620 2.26467
C 4.96369 -4.70915 3.31664
S 2.84720 -2.27857 0.80873
O 1.49541 -1.76489 0.96132
O 3.13566 -3.06468 -0.38617
N 1.98919 0.51788 -0.78716
C 2.06177 0.07030 -2.04240
N 3.25936 -0.10953 -2.60072
C 3.33772 -0.51924 -3.84373
C 2.19458 -0.74989 -4.58531
C 0.96527 -0.43124 -4.03300
N 0.88675 -0.03711 -2.78823
H 4.01569 -5.47497 6.38536
H 5.34039 -6.07471 5.50525
H 2.44903 -4.02153 5.48193
H 1.76564 -2.52188 3.63363
H 5.30215 -3.75805 1.44626
H 5.89489 -5.24797 3.31198
H 4.30716 -0.64026 -4.26864
H 2.24902 -1.11431 -5.59591
H 0.05128 -0.48793 -4.64504
C 0.42714 -3.86796 -2.18817
C -1.00490 -3.88347 -1.66013
N -1.25950 -3.51118 -0.24714
C -1.34379 -4.60190 0.72953
C -0.00114 -5.11426 1.23164
C -1.21742 -2.21942 0.13971
C -1.58135 -1.90234 1.55289
N -0.88177 -1.24943 -0.67624
H 0.46011 -4.34490 -3.18315
H 1.07283 -4.44208 -1.55163
H 0.84391 -2.87030 -2.29378
H -1.47486 -4.85086 -1.83115
H -1.59960 -3.21889 -2.29618
H -1.94004 -5.39744 0.29995
H -1.92923 -4.27761 1.57627
H 0.60258 -5.41605 0.37134
H -0.11392 -5.97534 1.88378
H 0.59074 -4.31529 1.73611
H -2.60498 -2.19187 1.74466
H -1.51178 -0.81597 1.67645
H -0.91268 -2.41730 2.26349
H -0.65621 -1.62799 -1.58989
*
```

Properties
* HOMO energy (spin up / spin down): -10.393 / -10.667 eV
* total energy: -93462.9555 eV
* E_LUMO (spin up / spin down): -2.23 / -4.17 eV
* largest force on an atom: 1.8 eV/Å
* ΔE to the lowest compared entry with this formula, charge and spin: 0.00 kJ/mol
* <S²>: 3.794

***

[2]
ORCA calculation (the ωB97M-V functional and the def2-TZVPD basis) on one molecule with the formula C22H22N4O7S.

Geometry as ORCA input:
```
! RIJCOSX wB97M-V def2-TZVPD def2/J DEFGRID3
* xyz 0 1
C -3.71752 -2.98345 0.70544
O -3.02594 -3.21198 -0.50364
C -1.93510 -2.45779 -0.77325
C -1.45520 -2.50522 -2.08171
C -0.37593 -1.73172 -2.44916
C 0.24081 -0.89278 -1.53307
N 1.31670 -0.04035 -1.88300
C 1.14266 0.84408 -3.01482
C -0.09966 1.71155 -2.80845
O -0.93269 1.88117 -3.67317
N -0.16233 2.25320 -1.58155
C -1.26807 3.07729 -1.15317
C -2.08909 2.40415 -0.08734
C -2.23645 2.95485 1.17923
C -3.00366 2.29028 2.12339
C -3.58666 1.08632 1.76216
N -3.44673 0.54469 0.56185
C -2.72430 1.18886 -0.33701
S 2.82271 -0.69456 -1.64139
O 2.85215 -2.07087 -2.04397
O 3.81595 0.18956 -2.16857
C 3.04642 -0.73434 0.15689
C 2.96833 -1.96479 0.78207
C 3.29861 -2.09204 2.12245
C 3.75325 -0.99189 2.83458
C 3.85266 0.23980 2.21287
C 3.48321 0.36615 0.87818
N 3.51535 1.68406 0.29596
O 2.60915 1.98048 -0.45106
O 4.40132 2.42560 0.64551
C -0.21267 -0.87043 -0.20850
O 0.44925 -0.02077 0.63964
C 0.07650 -0.00198 1.99589
C -1.28785 -1.66140 0.16855
H -3.14898 -3.34607 1.56852
H -4.64214 -3.55268 0.62518
H -3.94554 -1.92024 0.82692
H -1.95413 -3.14228 -2.79289
H -0.00994 -1.76249 -3.46233
H 1.03999 0.30851 -3.96606
H 2.03473 1.47275 -3.05637
H 0.58604 2.05078 -0.93385
H -0.89185 4.03774 -0.78557
H -1.88299 3.24874 -2.04361
H -1.76214 3.89554 1.42205
H -3.14322 2.69531 3.11386
H -4.19293 0.52448 2.46181
H -2.64276 0.71540 -1.30645
H 2.65949 -2.81066 0.18857
H 3.22111 -3.05400 2.60556
H 4.03301 -1.09270 3.87182
H 4.20696 1.11143 2.74303
H 0.23456 -0.97729 2.46770
H -0.96525 0.30423 2.12642
H 0.72540 0.73291 2.47055
H -1.64458 -1.63515 1.18326
*
```

Properties
* HOMO energy: -8.443 eV
* total energy: -54295.6699 eV
* structure (SMILES): COc1ccc(N(CC(=O)NCc2cccnc2)S(=O)(=O)c2ccccc2[N+](=O)[O-])c(OC)c1
* E_LUMO: -0.80 eV
* largest force on an atom: 1.1 eV/Å
* ΔE to the lowest compared entry with this formula, charge and spin: 386.78 kJ/mol

***

[3]
ORCA calculation (the ωB97M-V functional and the def2-TZVPD basis) on C14H34NO2P2SiZr as an isolated structure.

Geometry as ORCA input:
```
! RIJCOSX wB97M-V def2-TZVPD def2/J DEFGRID3
* xyz 1 1
C -3.38128 -0.07229 -2.56424
C -2.08505 -0.04220 -1.99858
N -1.97289 -0.23813 -0.62320
C -3.03814 -0.61088 0.12071
C -4.29564 -0.72224 -0.45584
C -4.47729 -0.42228 -1.80537
C -0.91762 0.16391 -2.76702
P 0.73500 -0.19624 -2.23131
Zr 0.05740 0.21474 0.23214
P -1.30459 -0.21944 2.35631
C -2.85836 -0.89651 1.59972
O -1.81390 3.94292 -4.12057
O 2.84111 4.12677 -2.63575
H -3.47389 0.15245 -3.62495
H -5.13754 -0.99063 0.17884
H -5.47594 -0.47212 -2.24940
C 1.11031 -1.86097 -2.88676
C 1.78634 0.87852 -3.26448
H -3.70562 -0.47516 2.17117
H -2.84982 -1.98460 1.80973
H -1.66279 4.78284 -4.53532
H -1.06106 0.53601 -3.78445
C -0.92327 -1.46320 3.62353
C -1.96774 1.16706 3.33834
H -0.65809 1.84085 0.22221
H 2.34184 4.87866 -2.27678
H 3.73021 4.26831 -2.33859
H -2.25462 4.16933 -3.28608
H 1.37370 -1.14899 0.54042
H 0.12372 2.07843 0.26285
H 1.26052 -1.79020 -3.97217
H 2.01055 -2.26127 -2.40367
H 0.26982 -2.53330 -2.67744
H 1.66601 0.56396 -4.30980
H 1.50904 1.93403 -3.16284
H 2.83619 0.78697 -2.95784
H -2.40629 0.77542 4.26587
H -1.15404 1.85916 3.59247
H -2.73455 1.71366 2.77472
H -1.42372 -1.18815 4.56199
H -1.27437 -2.44950 3.29173
H 0.16244 -1.49523 3.78950
C 2.07903 1.17473 2.13582
Si 2.61934 -0.33394 1.14283
C 3.81186 0.12953 -0.21512
C 3.40663 -1.60084 2.24692
H 1.58083 1.99926 1.59764
H 3.05297 1.56434 2.46565
H 1.49668 0.92469 3.03182
H 4.81840 0.07859 0.22144
H 3.75960 -0.58269 -1.04737
H 3.64969 1.13909 -0.61209
H 4.34785 -1.20352 2.64926
H 2.75104 -1.87613 3.08177
H 3.63162 -2.51030 1.67524
*
```

Properties
* HOMO energy (spin up / spin down): -8.870 / -8.875 eV
* total energy: -48381.7061 eV
* E_LUMO (spin up / spin down): -3.38 / -3.37 eV
* largest force on an atom: 2.9 eV/Å

***

[4]
ORCA calculation (the ωB97M-V functional and the def2-TZVPD basis) on a 2-piece molecular cluster, C2H4N4S overall.

Geometry as ORCA input:
```
! RIJCOSX wB97M-V def2-TZVPD def2/J DEFGRID3
* xyz 0 1
C -1.28944 0.72970 2.11355
C 1.09028 -0.32184 -1.98082
N -0.05615 0.27902 2.43361
N -1.63578 0.40424 0.90736
N 0.39144 -0.29227 1.39548
N -0.52444 -0.30316 0.51694
S -0.36732 -1.31412 -1.70077
H -2.00625 1.28238 2.62315
H 1.56563 -0.23627 -1.07656
H 1.01207 0.60350 -2.53709
H 1.81996 -0.83118 -2.69486
*
```

Properties
* HOMO energy (spin up / spin down): -10.366 / -10.366 eV
* total energy: -18929.6794 eV
* E_LUMO (spin up / spin down): -3.14 / -3.14 eV
* largest force on an atom: 4.1 eV/Å
* ΔE to the lowest compared entry with this formula, charge and spin: 470.05 kJ/mol

***

[5]
ORCA calculation (the ωB97M-V functional and the def2-TZVPD basis) on a 2-piece molecular cluster, C9H14 overall.

Geometry as ORCA input:
```
! RIJCOSX wB97M-V def2-TZVPD def2/J DEFGRID3
* xyz 0 1
C 2.00089 1.95438 -0.26567
C 0.83876 1.33513 -0.87071
C 0.97636 0.14716 -1.68424
C -0.16131 -0.53383 -1.97495
C -1.42860 -0.12186 -1.52767
C -1.58743 1.14525 -0.98785
C -0.40161 1.81740 -0.73607
H 2.72586 1.33672 0.27664
H 1.77705 2.64627 0.53426
H 2.64733 2.37408 -1.12802
H 1.92787 -0.10243 -2.16108
H -0.10719 -1.51468 -2.34447
H -2.38305 -0.66113 -1.71767
H -2.52839 1.66752 -0.97341
H -0.61288 2.75330 -0.19049
C 0.01506 -1.34180 2.34745
C -1.00106 -2.22613 1.60532
H 1.04793 -1.53371 1.88313
H -0.18769 -0.30396 2.21045
H -0.03170 -1.69958 3.32193
H -0.64725 -2.00671 0.57355
H -0.95268 -3.30086 1.94176
H -1.92629 -1.83054 1.86781
*
```

Properties
* HOMO energy: -8.851 eV
* total energy: -9558.5858 eV
* structure (SMILES): Cc1ccccc1.CC
* E_LUMO: 1.01 eV
* largest force on an atom: 4.0 eV/Å
* ΔE to the lowest compared entry with this formula, charge and spin: 153.96 kJ/mol

***

[6]
ORCA calculation (the ωB97M-V functional and the def2-TZVPD basis) on C3H4MgO4Tl as an isolated structure.

Geometry as ORCA input:
```
! RIJCOSX wB97M-V def2-TZVPD def2/J DEFGRID3
* xyz 2 2
O -2.03593 2.22380 1.76548
C -1.75382 0.99954 1.27674
O -2.31112 -0.09126 1.96282
C -3.71152 0.03892 2.33646
Mg -3.68694 2.11754 2.72921
H -0.14379 0.67253 0.92061
H -3.86298 -0.67322 3.16116
H -4.32906 -0.32343 1.49160
H -1.85136 0.85791 0.18191
O 1.68762 -0.81053 0.38360
C 1.31520 0.37868 0.54930
O 2.11209 1.33160 0.35544
Tl 3.51275 -0.06978 -0.02477
*
```

Properties
* HOMO energy (spin up / spin down): -16.414 / -16.394 eV
* total energy: -21480.2843 eV
* E_LUMO (spin up / spin down): -9.82 / -11.66 eV
* largest force on an atom: 8.4 eV/Å
* ΔE to the lowest compared entry with this formula, charge and spin: 489.55 kJ/mol
* <S²>: 0.769